1.
The following is a quantum chemistry calculation of the molecule C17H17NO4 at a distorted geometry, from the Open Molecules 2025 dataset.

The geometry in XYZ format:
```
39
Properties=species:S:1:pos:R:3:mulliken_charge:R:1
O -2.92413 -0.83531 -3.73560 -0.743
C -2.04468 -0.74104 -2.87324 0.409
C -2.43979 -0.37081 -1.49645 -0.503
C -1.43453 -0.23329 -0.57744 0.291
N -1.86806 0.00694 0.72162 -0.155
C -0.85053 0.10882 1.75905 -0.361
C -1.48597 0.52904 3.09951 -0.538
O -0.39920 0.87629 3.97276 -0.331
C -0.71604 1.31444 5.29199 -0.547
C -1.18324 2.75679 5.26443 -0.461
O -2.56253 2.81248 4.86329 -0.523
O -0.10848 -0.49633 -0.89237 -0.346
C 0.28700 -0.76814 -2.16424 -0.194
C -0.64357 -0.88361 -3.20745 0.756
C -0.28267 -1.18093 -4.49556 -0.845
C 1.04874 -1.38266 -4.78680 -0.830
C 2.03800 -1.27953 -3.77532 0.824
C 3.35718 -1.42945 -4.08778 -0.423
C 4.32884 -1.39730 -3.08704 -0.670
C 3.95790 -1.12524 -1.79566 -0.471
C 2.61997 -0.94876 -1.44979 -0.782
C 1.64100 -0.99510 -2.46111 0.587
H -3.47523 -0.28854 -1.21609 0.397
H -2.74102 0.47887 0.81937 0.326
H -0.05378 0.80585 1.46042 0.274
H -0.36884 -0.87752 1.91898 0.176
H -2.15307 1.38926 2.96882 0.351
H -2.06219 -0.28210 3.54072 0.268
H -1.49641 0.71890 5.71602 0.345
H 0.19405 1.19004 5.89610 0.337
H -1.12168 3.13045 6.28322 0.400
H -0.49911 3.34665 4.64989 0.305
H -2.85263 3.73298 4.78695 0.299
H -1.05643 -1.22614 -5.28088 0.437
H 1.31457 -1.55210 -5.81200 0.386
H 3.67068 -1.52137 -5.11991 0.381
H 5.37803 -1.54260 -3.30010 0.379
H 4.67182 -1.04634 -0.97982 0.379
H 2.31603 -0.79360 -0.41848 0.416
```

Computed properties:
E = -27583.615 eV
SMILES string = O=c1cc(NCCOCCO)oc2c1ccc1ccccc12
Total charge = 0
Gap between HOMO and LUMO = 8.3 eV
Relative energy (zero: lowest compared OMol25 entry of this formula, charge and spin) = 2.398 eV

---

2.
The following is a quantum chemistry calculation of the molecule C8H17N5O3 at a distorted geometry, from the Open Molecules 2025 dataset.

The geometry in XYZ format:
```
33
Properties=species:S:1:pos:R:3:mulliken_charge:R:1
H 3.36766 -1.69598 -0.18761 0.252
N 3.63478 -0.66892 -0.38076 -0.737
C 2.66738 0.05542 -0.12773 0.523
N 2.78884 1.47309 -0.51395 -0.643
N 1.50513 -0.19273 0.60118 -0.259
C 1.12657 -1.51269 1.33529 -0.978
C 0.42620 -2.50832 0.30986 -0.690
C -0.46445 -1.67287 -0.71243 -0.764
C -1.84380 -1.21610 0.02052 0.135
N -3.01107 -1.39670 -1.03831 -0.882
C -1.80422 0.12058 0.65981 0.399
O -1.28463 0.47468 1.70296 -0.681
N -2.28170 1.14143 -0.12328 -0.203
C -1.74897 2.44133 0.22615 -0.657
C -0.28405 2.65688 0.03746 0.609
O 0.35652 3.63538 0.51850 -0.691
O 0.27200 1.94444 -0.94611 -0.453
H 3.51862 1.70835 -1.34527 0.318
H 3.04242 2.06560 0.36124 0.325
H 0.99599 0.59374 0.98844 0.241
H 2.00412 -2.09903 1.80105 0.367
H 0.37268 -1.12686 2.03071 0.379
H 1.12513 -3.34881 -0.32662 0.248
H -0.24682 -3.20908 0.80397 0.455
H -0.00601 -0.70702 -1.06233 0.376
H -0.67161 -2.29168 -1.54176 0.508
H -2.02787 -1.89161 0.81640 0.413
H -3.88684 -0.75237 -0.94295 0.321
H -2.55272 -1.01770 -1.89847 0.284
H -2.36249 1.04621 -1.12480 0.318
H -2.22794 3.24244 -0.28282 0.440
H -1.87197 2.56529 1.35466 0.269
H 1.37313 2.14363 -1.01296 0.459
```

Computed properties:
E = -22163.223 eV
SMILES string = [H]/N=C(/N)NCCC[C@H](N)C(=O)NCC(=O)O
Total charge = 0
Gap between HOMO and LUMO = 9.9 eV
Relative energy (zero: lowest compared OMol25 entry of this formula, charge and spin) = 3.409 eV

---

3.
The following is a quantum chemistry calculation of a structure of composition C7H8N2 at a distorted geometry, from the Open Molecules 2025 dataset.

The geometry in XYZ format:
```
17
Properties=species:S:1:pos:R:3:mulliken_charge:R:1
C -0.16044 1.34805 1.03600 0.075
C 0.12181 0.19204 0.16116 0.442
C -0.68998 0.18697 -1.01840 -0.415
C -0.61905 -0.94961 -1.85378 -0.005
C 0.31025 -1.99303 -1.61550 -0.371
C 1.03623 -1.91714 -0.50879 -0.145
C 0.92168 -0.87584 0.40936 -0.189
H -1.36769 2.20202 2.05687 0.237
H -1.95515 0.70930 1.66265 0.269
H 0.51891 3.33658 1.80077 0.224
H -2.00062 0.91717 -1.34055 0.155
H -1.40252 -1.09868 -2.90028 0.153
H 0.07060 -2.95455 -2.49052 0.141
H 2.02391 -2.61982 -0.10648 0.119
H 1.48107 -0.90203 1.31740 0.429
N -1.17699 1.21403 1.89595 -0.431
N 0.76391 2.28046 1.00974 -0.688
```

Computed properties:
E = -10363.053 eV
Total charge = 0
Gap between HOMO and LUMO = 10.0 eV
Relative energy (zero: lowest compared OMol25 entry of this formula, charge and spin) = 5.130 eV

---

4.
The following is a quantum chemistry calculation of the molecule C5H9NO at a distorted geometry, from the Open Molecules 2025 dataset.

The geometry in XYZ format:
```
16
Properties=species:S:1:pos:R:3:mulliken_charge:R:1
C 2.61737 0.40978 0.20802 -0.707
O 1.24058 0.74725 0.23994 -0.308
C 0.40515 -0.38974 0.25377 -0.785
C -1.10500 0.01164 0.30752 0.633
C -1.80579 0.55334 -0.97808 -1.327
C -1.89801 -1.15016 0.72342 0.092
N -2.59736 -2.05330 0.90994 -0.458
H 3.18967 1.34251 0.19743 0.251
H 2.87686 -0.16865 -0.69264 0.302
H 2.93449 -0.17550 1.08820 0.292
H 0.62845 -0.98580 1.15662 0.388
H 0.61683 -1.03079 -0.61626 0.377
H -1.15972 0.77926 1.09385 0.202
H -2.82019 0.95074 -0.78604 0.356
H -1.17107 1.35835 -1.33470 0.370
H -1.95227 -0.19892 -1.77096 0.323
```

Computed properties:
E = -8867.548 eV
SMILES string = COC[C@@H](C)C#N
Total charge = 0
Gap between HOMO and LUMO = 11.3 eV
Relative energy (zero: lowest compared OMol25 entry of this formula, charge and spin) = 1.665 eV

---

5.
The following is a quantum chemistry calculation of a structure of composition C7H10N at a distorted geometry, from the Open Molecules 2025 dataset.

The geometry in XYZ format:
```
18
Properties=species:S:1:pos:R:3:mulliken_charge:R:1
C 1.81016 0.84322 -0.45377 -0.130
C -3.46020 1.33399 0.30889 -0.819
C -2.70392 0.29524 0.01586 0.511
C 2.59971 -0.03808 0.08468 0.184
C -0.16527 0.53779 -0.19980 0.182
C -3.14046 -1.13544 -0.32082 -0.940
C 4.08447 0.23012 0.08106 -1.201
N -1.33424 0.42102 -0.07080 -0.135
H -2.88087 2.24172 0.38091 0.344
H -4.49328 1.07587 0.11104 0.317
H 2.30160 -1.00893 0.53130 0.353
H 1.58536 1.70391 -1.00404 0.375
H -2.17068 -1.68258 -0.64307 0.297
H -3.81596 -1.01468 -1.22626 0.319
H -3.59771 -1.58341 0.60926 0.285
H 4.21604 1.24689 -0.28335 0.329
H 4.74911 -0.43917 -0.38666 0.365
H 4.38738 0.26465 1.07758 0.363
```

Computed properties:
E = -8899.640 eV
Total charge = +1
Gap between HOMO and LUMO = 9.9 eV
Relative energy (zero: lowest compared OMol25 entry of this formula, charge and spin) = 3.953 eV

---

6.
The following is a quantum chemistry calculation of a cluster of 2 separate species, C3H8N3O in total at a distorted geometry, from the Open Molecules 2025 dataset.

The geometry in XYZ format:
```
15
Properties=species:S:1:pos:R:3:lowdin_spin:R:1
C -0.36212 0.52624 1.70067 0.406
C -0.10337 -0.87721 1.14197 0.079
C 0.31067 0.84849 -0.35777 0.327
N -0.04042 1.41366 0.82613 0.058
N 0.44534 -0.49698 -0.16257 0.466
N 0.81154 -1.28679 -1.18423 0.406
O 0.74864 1.46857 -1.38000 0.141
H -0.51974 0.75256 2.69590 0.023
H 0.59844 -1.31477 1.75150 0.019
H -0.98938 -1.37030 0.98395 0.023
H -1.76608 0.40519 -0.92310 0.006
H -2.49812 0.41217 -1.14557 0.009
H 1.24012 -2.16634 -0.97070 0.018
H 1.28373 -0.68359 -1.78745 0.014
H 0.84076 2.36911 -1.18875 0.003
```

Computed properties:
<S²> = 2.02
E = -9746.072 eV
Multiplicity = 3
Total charge = +1
Gap between HOMO and LUMO (spin up / spin down) = 7.9 / 7.6 eV
Relative energy (zero: lowest compared OMol25 entry of this formula, charge and spin) = 1.883 eV

---

Question: Which formula does entry 3 have?
Answer: C7H8N2

---

Question: Which value of E does entry 6 give?
Answer: -9746.072 eV

---

What did the third record say?
The following is a quantum chemistry calculation of a structure of composition C7H8N2 at a distorted geometry, from the Open Molecules 2025 dataset.

The geometry in XYZ format:
```
17
Properties=species:S:1:pos:R:3:mulliken_charge:R:1
C -0.16044 1.34805 1.03600 0.075
C 0.12181 0.19204 0.16116 0.442
C -0.68998 0.18697 -1.01840 -0.415
C -0.61905 -0.94961 -1.85378 -0.005
C 0.31025 -1.99303 -1.61550 -0.371
C 1.03623 -1.91714 -0.50879 -0.145
C 0.92168 -0.87584 0.40936 -0.189
H -1.36769 2.20202 2.05687 0.237
H -1.95515 0.70930 1.66265 0.269
H 0.51891 3.33658 1.80077 0.224
H -2.00062 0.91717 -1.34055 0.155
H -1.40252 -1.09868 -2.90028 0.153
H 0.07060 -2.95455 -2.49052 0.141
H 2.02391 -2.61982 -0.10648 0.119
H 1.48107 -0.90203 1.31740 0.429
N -1.17699 1.21403 1.89595 -0.431
N 0.76391 2.28046 1.00974 -0.688
```

Computed properties:
E = -10363.053 eV
Total charge = 0
Gap between HOMO and LUMO = 10.0 eV
Relative energy (zero: lowest compared OMol25 entry of this formula, charge and spin) = 5.130 eV